# 1
8
Properties=species:S:1:pos:R:3:nbo_charge:R:1 method="wB97M-V/def2-TZVPD" gap_ha="0.1820 / 0.2509" total_charge=+1 spin_multiplicity=2 s2=0.777 relative_energy_kcal_mol=0.00
C -0.626 -1.048 -0.773 -0.77
O 0.896 1.705 1.578 -0.69
H 1.812 -2.824 -2.273 0.21
Sr -1.319 0.741 0.926 1.85
C 2.025 1.846 1.607 0.70
C 0.115 -1.780 -1.472 -0.15
H 0.158 -3.253 -3.034 0.22
C 0.737 -2.647 -2.334 -0.37


# 2
80
Properties=species:S:1:pos:R:3:mulliken_spin:R:1 method="wB97M-V/def2-TZVPD" gap_ha="0.2819 / 0.2764" total_charge=0 spin_multiplicity=3 s2=2.012 relative_energy_kcal_mol=13.34
H 2.490 1.537 1.989 0.00
C 0.879 0.304 2.790 -0.01
C 1.024 2.219 -1.492 0.05
C 0.617 -2.776 7.058 0.00
C 3.125 -1.895 -1.178 0.00
O -6.405 -0.215 -0.414 0.00
C -3.218 -0.697 -0.229 0.00
H -2.439 4.831 -0.349 0.00
V -0.717 0.640 -0.184 1.96
C -4.715 1.435 -0.136 0.00
F -0.977 1.436 -4.417 0.00
O 2.555 1.997 -3.966 0.00
F 0.480 -0.197 -3.609 0.00
H -0.952 -6.063 -0.014 0.00
S 0.321 -1.949 -1.421 0.00
C 1.204 -1.120 4.883 0.00
O -6.984 1.931 -0.243 0.00
C 1.899 5.565 -4.002 0.00
N 1.459 2.506 -0.092 0.01
C -3.021 2.840 0.177 -0.01
H 0.702 -6.079 -0.643 0.00
C 0.795 4.624 -2.101 0.00
H -0.750 -3.760 5.726 0.00
H 0.674 6.700 -2.636 0.00
F -1.704 0.036 -2.685 0.01
H 1.571 1.351 -1.829 -0.01
C 1.586 -0.216 3.778 0.02
C 1.479 1.190 1.792 0.04
H 2.020 -2.180 -3.017 0.00
C -2.268 4.096 0.442 0.00
C -0.347 -5.920 -0.915 0.00
F -1.405 -0.831 -4.812 0.00
H 0.173 4.729 -1.216 0.00
Br -0.997 0.084 2.602 0.01
H 4.188 -2.048 0.712 0.00
H 2.609 -0.175 6.208 0.00
H 3.002 4.162 -5.223 0.00
O -0.335 1.898 -1.347 -0.05
C 1.971 -2.492 -1.973 0.00
N -2.501 1.635 0.061 -0.05
H 2.996 -0.817 -1.118 0.00
H 2.072 -1.618 8.133 0.00
C -6.144 1.065 -0.275 0.00
H -2.575 4.536 1.392 0.00
O -1.944 -0.926 -0.143 0.03
H 0.708 -3.722 0.127 0.00
N -4.360 2.742 0.065 0.00
C -0.023 -2.967 5.840 0.00
O 0.646 -0.853 -0.347 -0.05
H -1.208 3.869 0.478 0.00
C 1.080 5.725 -2.887 0.00
H 2.454 2.600 0.030 0.00
C 2.391 4.315 -4.339 0.00
H -5.572 -0.768 -0.395 0.00
H -5.038 3.488 0.095 0.00
C -0.555 -4.522 -1.498 0.00
C 1.307 3.366 -2.406 0.00
H 0.005 -4.438 -2.436 0.00
H 3.443 -3.561 0.190 0.00
C 1.564 -1.769 7.188 0.00
H 4.025 -2.073 -1.764 0.00
C 2.075 3.205 -3.559 0.00
B -0.935 0.129 -3.911 0.01
H 2.442 -2.257 0.858 0.00
C -0.134 -3.424 -0.507 0.00
H 2.134 6.419 -4.632 0.00
C 3.304 -2.475 0.227 0.00
H 1.979 -3.584 -1.931 0.00
H -0.972 -3.112 0.112 0.00
H -0.220 -2.326 3.806 0.00
H 2.628 0.099 3.785 0.00
O -4.102 -1.542 -0.297 0.00
H 0.389 -3.420 7.898 0.00
C 0.266 -2.145 4.758 0.00
N 0.871 1.566 0.742 -0.03
C 1.863 -0.959 6.105 0.00
H -0.629 -6.691 -1.635 0.00
H -1.603 -4.373 -1.759 0.00
H 1.830 1.334 -3.923 0.00
C -3.549 0.752 -0.143 0.04


# 3
14
Properties=species:S:1:pos:R:3:nbo_charge:R:1 method="wB97M-V/def2-TZVPD" gap_ha=0.3982 total_charge=0 smiles=C1C[C@H]2OC[C@@H]12 relative_energy_kcal_mol=53.14
C 0.432 0.734 -0.609 0.10
H -1.983 -0.919 0.428 0.21
C -1.092 -0.292 0.490 -0.40
C -1.064 1.034 -0.306 -0.42
H 2.289 -1.037 -0.130 0.17
O 1.314 0.730 0.543 -0.54
H 0.947 1.174 -1.467 0.18
H -1.684 0.905 -1.208 0.21
C 1.430 -0.709 0.479 -0.06
C 0.150 -0.770 -0.319 -0.26
H -0.024 -1.541 -1.073 0.21
H 1.481 -1.176 1.469 0.18
H -1.356 1.977 0.166 0.21
H -0.842 -0.111 1.538 0.21


# 4
17
Properties=species:S:1:pos:R:3:nbo_charge:R:1 method="wB97M-V/def2-TZVPD" gap_ha=0.3153 total_charge=0 smiles="OC1(O)CN=N[C@]12C=CN=N2" relative_energy_kcal_mol=119.49
C 2.467 -0.510 -0.525 -0.10
N 2.256 -0.130 0.879 -0.11
O -1.487 -1.076 -1.027 -0.71
C -0.968 -0.471 0.100 0.60
N -1.196 2.024 -0.309 -0.09
H 3.452 -0.720 -0.814 0.22
N -0.060 1.694 -0.609 -0.08
O -0.865 -1.353 1.131 -0.72
C 0.389 0.286 -0.192 -0.05
H -1.446 -2.032 -0.951 0.50
H -1.285 1.229 1.626 0.23
C -1.765 1.152 0.610 -0.33
H 1.076 -0.098 -2.173 0.24
H -2.789 0.892 0.568 0.22
N 1.105 0.277 1.091 -0.19
H -0.186 -0.968 1.763 0.51
C 1.303 -0.195 -1.168 -0.16


# 5
79
Properties=species:S:1:pos:R:3:lowdin_charge:R:1 method="wB97M-V/def2-TZVPD" gap_ha=0.2604 total_charge=0 relative_energy_kcal_mol=30.08
O -0.998 0.792 2.958 0.11
C 2.018 -0.720 -0.232 -0.29
H -5.560 0.837 -1.652 0.05
H 0.418 -3.394 -1.984 0.10
O -5.797 -0.273 0.104 -0.21
H 1.787 -1.569 4.228 0.09
C 1.283 -1.084 -4.945 -0.05
N -1.233 2.551 -3.745 0.02
H 2.160 1.795 1.579 0.10
C 2.865 0.700 -2.012 -0.06
N -0.585 2.664 -0.024 -0.20
H 2.840 1.644 -2.542 0.12
H -2.216 -2.491 3.265 -0.04
C -0.924 4.173 3.334 -0.49
H 1.759 -4.669 1.336 0.01
O -0.438 0.250 0.860 -0.32
C 1.420 -3.209 -3.872 -0.08
N -0.476 3.963 -0.305 0.01
H 0.061 1.198 -4.979 0.13
C -1.206 -3.629 0.399 -0.24
C 2.318 1.323 2.543 -0.09
H -0.791 -1.915 4.129 0.01
H -7.215 0.436 -1.122 0.10
C 1.741 -2.380 -4.952 -0.09
H -0.837 -4.582 0.017 0.02
H 4.446 -2.288 -2.014 0.11
C 2.907 -1.709 -0.637 -0.10
O -1.104 3.223 4.258 0.13
C -4.598 -0.768 0.380 -1.22
C 3.740 -0.304 -2.404 -0.07
C 2.028 0.493 -0.927 -0.18
H 1.484 -0.430 -5.786 0.11
C 3.763 -1.504 -1.713 -0.06
S -2.861 1.014 -1.100 0.30
C -0.800 3.747 1.919 -0.06
S -3.454 -0.984 -0.996 0.50
N -2.391 4.497 -3.536 0.12
H 1.395 1.340 -0.610 0.06
Ge -0.148 -3.082 1.946 0.75
C -6.201 0.064 -1.233 -0.09
C -0.592 4.621 0.851 -0.07
H 3.239 3.073 3.365 0.11
H -6.186 -0.815 -1.873 0.08
H -2.247 -3.739 0.698 0.02
H -1.162 -2.879 -0.388 -0.03
H -1.687 3.456 -1.914 0.05
C 0.229 -1.413 -2.772 -0.34
H 0.884 -5.266 2.750 0.02
H -1.212 -3.641 4.176 0.02
C 2.931 2.052 3.550 -0.06
C -0.806 1.141 1.817 -0.50
H 4.401 -0.147 -3.246 0.11
H 3.617 2.046 5.582 0.11
H -2.781 5.208 -2.949 0.10
C 0.671 -2.749 -2.815 -0.01
S -4.214 -1.178 1.901 0.72
C -1.750 3.447 -2.991 -0.31
C 3.145 1.473 4.794 -0.07
H 2.065 -3.966 2.932 0.01
H -2.492 4.565 -4.533 0.10
O -0.860 5.335 3.643 0.11
C 0.017 0.752 -3.990 -0.07
H 1.766 -4.236 -3.867 0.11
C 1.897 0.014 2.773 -0.30
C 0.541 -0.578 -3.865 -0.16
H -0.520 5.695 0.890 0.12
C 2.746 0.167 5.030 -0.07
C -1.199 -2.745 3.553 -0.24
C -0.791 2.498 1.302 -0.19
H -1.117 2.326 3.866 0.07
O -0.476 -1.010 -1.745 -0.29
C 2.120 -0.556 4.023 -0.11
H 2.317 -2.758 -5.785 0.10
Ir -0.596 0.924 -1.135 1.07
N -0.595 1.475 -3.108 -0.17
H 2.904 -0.283 6.001 0.11
H 2.929 -2.665 -0.122 0.10
C 1.295 -4.373 2.277 -0.25
Ge 0.969 -0.988 1.391 1.01


# 6
111
Properties=species:S:1:pos:R:3:lowdin_charge:R:1 method="wB97M-V/def2-TZVPD" gap_ha="0.2005 / 0.2004" total_charge=0 relative_energy_kcal_mol=41.35
As -0.868 -1.097 -2.757 1.37
H -5.124 3.402 -0.864 0.10
C -1.287 0.182 5.492 0.01
H -6.983 1.270 3.428 0.10
H -2.341 -0.294 1.318 -0.10
C 0.051 -0.246 -5.423 -0.10
C -0.044 -4.056 0.207 -0.16
C 1.551 -2.306 -3.113 -0.11
C 2.058 -4.774 0.507 -0.03
H -0.944 2.788 4.602 0.10
C 0.860 -5.036 -0.179 -0.08
H 2.585 0.118 3.374 0.11
H -1.740 -3.083 -7.319 0.10
C -1.833 -1.241 1.133 -0.73
C -0.069 3.460 2.720 -0.07
C 1.817 -3.644 1.277 -0.35
C 0.465 3.062 1.540 -0.03
H 2.589 0.114 -3.682 0.14
C 2.957 -0.344 -1.499 -0.18
C 2.102 0.152 -2.708 -0.21
C -1.499 -0.956 6.247 -0.04
C 1.107 -1.030 -2.428 -0.44
C -5.952 0.398 1.761 -0.09
C -2.967 0.754 -1.804 -0.44
H 1.826 -2.062 -0.609 0.12
H -1.924 -1.482 0.071 -0.08
C -4.918 0.536 0.842 -0.14
C -1.134 -2.197 5.744 -0.05
H 5.290 -1.951 4.549 0.11
H 2.988 -5.319 0.443 0.11
H -3.674 3.501 1.887 0.10
I -3.166 -2.660 2.078 0.71
C 6.058 0.004 1.314 -0.08
C -5.353 2.498 2.753 -0.09
H 6.272 0.560 0.409 0.10
H -5.518 3.269 3.496 0.10
H 8.105 -0.563 1.636 0.10
C -0.499 -1.341 -7.492 -0.09
H -3.778 6.896 -2.938 0.10
C -0.584 -2.254 4.480 -0.15
C -4.316 2.627 1.844 -0.13
C 6.812 -1.326 3.167 -0.08
C 5.506 -1.403 3.639 -0.05
H 3.285 0.468 -0.854 0.12
C 4.759 -0.073 1.787 -0.03
C -0.700 0.053 4.238 -0.19
H 0.815 3.796 0.827 0.11
H 3.950 0.414 1.252 0.11
C 0.999 1.103 0.017 -0.28
Ti 0.268 -1.209 1.668 0.96
H -0.428 -1.399 -8.570 0.10
H 0.857 2.941 -1.072 0.08
H 0.551 0.561 -4.898 0.09
C -4.092 1.654 0.870 -0.41
H 0.770 -2.885 -3.594 0.07
C -1.969 4.359 -1.615 -0.12
H -1.070 -3.920 -0.102 0.08
C -0.358 1.169 3.341 -0.22
H 3.699 -3.176 2.273 0.14
H -1.189 1.530 -2.872 0.04
H -1.895 -2.952 -4.862 0.09
C -2.995 3.571 -1.101 -0.38
C 1.572 1.518 -2.402 -0.07
H 4.907 -2.909 -2.783 0.10
H -1.570 1.155 5.866 0.11
N -0.374 -1.153 3.753 0.00
C -1.825 0.648 -2.816 -0.43
H 7.611 -1.815 3.709 0.10
C 2.675 -2.851 2.089 -0.06
H -5.618 5.513 -2.027 0.10
C -0.680 -1.192 -4.707 -0.42
H -0.938 4.041 -1.502 0.07
C 4.104 -1.236 -1.839 -0.04
H -2.280 0.540 -3.803 0.06
C 7.089 -0.625 2.004 -0.09
C -1.234 -2.284 -6.791 -0.09
H -1.950 -0.876 7.227 0.11
C -1.323 -2.208 -5.405 -0.13
C 3.038 -0.874 3.407 -0.15
N 2.218 -1.740 2.556 -0.04
C -0.516 2.482 3.660 -0.01
C 1.673 -1.048 -0.969 -0.24
C -3.558 5.966 -2.428 -0.10
C 1.162 1.908 -1.187 -0.06
C 4.472 -0.778 2.954 -0.23
N 0.181 0.741 2.155 -0.01
C 0.569 1.671 1.213 -0.28
H -3.274 -0.238 -1.466 0.03
C 0.144 -0.319 -6.804 -0.08
H -3.834 1.221 -2.274 0.07
H 5.078 -0.954 -1.453 0.09
H -0.310 -3.192 4.015 0.11
C -6.177 1.379 2.714 -0.09
N 1.009 -0.278 0.070 -0.03
C -2.245 5.546 -2.281 -0.09
H 0.669 -5.841 -0.872 0.09
C -4.311 4.001 -1.257 -0.11
As -2.507 1.876 -0.249 1.35
H -4.758 -0.258 0.123 0.08
C 4.009 -2.333 -2.588 -0.09
H -1.434 6.144 -2.680 0.10
C 2.773 -2.844 -3.171 -0.08
H 2.974 -1.220 4.443 0.12
H -1.292 -3.106 6.306 0.11
N 0.520 -3.202 1.093 -0.08
H -0.151 4.511 2.965 0.10
H 0.720 0.421 -7.347 0.10
C -4.590 5.191 -1.914 -0.09
H 1.553 2.243 -3.209 0.10
H -6.573 -0.489 1.731 0.10
H 2.859 -3.786 -3.703 0.10


# 7
15
Properties=species:S:1:pos:R:3:nbo_charge:R:1 method="wB97M-V/def2-TZVPD" gap_ha=0.3082 total_charge=0 relative_energy_kcal_mol=135.02
O 1.692 -0.390 -0.279 -0.60
N -2.272 0.504 0.144 -0.61
H 4.036 -0.837 -0.427 0.44
C 0.030 1.239 -0.049 -0.33
H 3.393 -0.894 0.955 0.45
H -1.671 2.390 0.052 0.21
H 0.797 2.058 -0.173 0.25
H 0.058 -1.905 0.215 0.44
C -1.980 -0.820 -0.016 0.80
O 3.259 -0.568 0.078 -0.85
O -2.778 -1.807 -0.123 -0.60
C 0.487 -0.080 -0.186 0.59
N -0.469 -1.022 -0.012 -0.67
C -1.266 1.460 -0.099 0.04
H -3.314 0.672 -0.078 0.44


# 8
18
Properties=species:S:1:pos:R:3:nbo_charge:R:1 method="wB97M-V/def2-TZVPD" gap_ha=0.3399 total_charge=0 smiles="C=CNC/C=C/C" relative_energy_kcal_mol=60.67
H 1.056 1.763 0.355 0.20
H -2.789 1.791 1.427 0.23
H 0.881 1.524 -1.346 0.18
H 1.631 -2.814 -2.158 0.20
C 1.388 -1.361 -0.722 0.02
N 1.567 -0.099 -0.163 -0.65
H 2.526 0.114 0.063 0.37
H 3.146 -1.716 -1.786 0.19
H -2.910 0.354 2.524 0.22
H -0.425 0.604 1.913 0.19
H -1.401 0.266 -0.884 0.21
H 0.387 -1.755 -0.540 0.17
C -1.171 0.615 1.119 -0.13
C 0.694 1.051 -0.386 -0.23
C 2.084 -1.935 -1.719 -0.48
C -2.615 0.721 1.541 -0.66
H -3.293 0.152 0.901 0.22
C -0.755 0.726 -0.140 -0.25


# 9
22
Properties=species:S:1:pos:R:3:nbo_charge:R:1 method="wB97M-V/def2-TZVPD" gap_ha=0.4328 total_charge=0 smiles=CCC.CCC relative_energy_kcal_mol=32.60
C -0.622 -2.998 -0.937 -0.61
H -1.465 -3.478 -1.507 0.21
H 2.493 2.357 0.416 0.21
C 0.702 1.366 1.345 -0.39
H 0.275 1.119 0.326 0.19
H -1.636 -1.188 -3.047 0.21
H 0.328 -3.457 -1.198 0.20
H -0.031 1.904 3.272 0.21
H -0.481 0.050 -2.611 0.21
H -1.492 -1.090 -0.620 0.19
H 0.351 -0.975 -0.657 0.21
C 1.740 2.440 1.204 -0.61
H -1.185 0.889 1.956 0.22
H 1.124 0.294 1.529 0.20
H -0.761 -3.368 0.159 0.21
C -0.512 1.776 2.241 -0.63
H 0.042 -1.602 -3.322 0.20
C -0.545 -1.497 -1.124 -0.41
H -1.129 2.663 2.014 0.21
C -0.666 -1.062 -2.593 -0.61
H 1.225 3.342 1.030 0.20
H 2.246 2.517 2.123 0.20


# 10
6
Properties=species:S:1:pos:R:3:nbo_charge:R:1 method="wB97M-V/def2-TZVPD" gap_ha="0.3339 / 0.2627" total_charge=0 relative_energy_kcal_mol=62.89
S 1.015 0.849 -1.724 0.39
Cl -2.112 -0.612 0.157 0.08
F 0.013 -1.049 1.370 -0.32
F -0.461 1.136 1.232 -0.29
F 2.193 -0.263 -1.740 -0.47
C -0.647 -0.062 0.705 0.61


# 11
69
Properties=species:S:1:pos:R:3:nbo_charge:R:1 method="wB97M-V/def2-TZVPD" gap_ha=0.2331 total_charge=+1
H -2.875 3.090 -1.437 0.52
H 7.754 2.481 4.543 0.19
C 1.122 -1.403 -3.103 -0.41
H 4.069 -0.253 -0.486 0.36
C -1.252 0.665 -1.892 -0.63
H 3.993 3.036 6.515 0.21
N 6.361 1.008 4.225 -0.42
O -2.763 1.121 0.219 -0.99
C 1.597 -3.085 2.654 -0.26
C -1.738 -0.657 -3.923 0.07
C 5.127 0.585 4.495 0.03
H 1.292 -5.122 3.273 0.22
H 3.178 -1.072 -2.636 0.23
H 1.840 -2.116 -0.581 0.21
C -5.695 5.106 -3.109 -0.27
N -7.200 4.738 -1.282 -0.41
C -7.765 6.282 -3.024 -0.25
C 4.654 2.469 5.873 -0.17
H -6.327 6.520 -4.602 0.22
O -1.595 -5.424 -1.031 -0.89
H 6.306 3.846 6.025 0.22
H 3.251 0.871 5.481 0.23
H 4.043 -1.851 -0.214 0.36
H -0.187 -1.737 -1.345 0.28
H -8.956 5.799 -1.299 0.20
H 0.540 -5.928 -1.566 0.00
H 0.612 -4.153 -3.439 0.26
C -1.036 -2.823 -2.972 0.31
O 0.349 -3.980 -0.439 -0.95
H 1.494 -2.343 -3.509 0.22
H 1.216 -3.232 1.653 0.22
H 2.189 0.332 -2.361 0.20
O -3.388 2.396 -1.887 -0.97
H -5.405 3.772 -1.446 0.18
H 2.985 -2.413 6.127 0.20
N 2.535 -1.608 4.292 -0.43
C 2.144 -3.908 4.827 -0.26
N -1.144 -0.489 -2.782 -0.35
H 2.044 -0.994 2.404 0.19
C 5.936 2.922 5.603 -0.26
H -0.982 -4.895 -3.552 0.28
C -6.056 4.495 -1.918 0.03
C 2.214 -0.753 -2.234 -0.43
P -2.988 0.950 -1.345 2.34
H -4.751 4.870 -3.581 0.21
H 1.544 -0.404 -0.214 0.17
C 4.238 1.275 5.306 -0.26
C -6.570 6.021 -3.674 -0.17
C 2.052 -1.845 3.076 0.03
C 1.641 -4.137 3.557 -0.17
O -3.886 -0.111 -1.783 -1.06
C -0.376 -4.186 -2.981 -0.74
H 0.947 -0.752 -3.961 0.22
H -0.657 0.442 -1.008 0.28
C 6.745 2.158 4.775 0.03
C 2.208 -1.101 -0.738 -0.24
Br -2.711 0.632 -4.772 0.32
H 2.202 -4.701 5.560 0.22
S -0.305 -4.898 -1.329 2.05
C -8.031 5.617 -1.835 0.04
C 2.580 -2.630 5.144 0.04
C -0.246 -1.623 -2.427 -0.11
H -0.836 1.553 -2.373 0.26
F -2.208 -2.905 -2.297 -0.32
H -8.479 6.986 -3.427 0.23
H 4.830 -0.354 4.044 0.20
S -1.512 -2.196 -4.667 0.41
N 3.511 -0.998 -0.083 -0.81
H -3.591 0.946 0.703 0.54


# 12
11
Properties=species:S:1:pos:R:3:nbo_charge:R:1 method="wB97M-V/def2-TZVPD" gap_ha="0.2596 / 0.2420" total_charge=0 relative_energy_kcal_mol=96.40
H -1.275 -1.784 1.682 0.24
S 1.007 -0.798 1.404 0.99
C 0.018 1.257 -0.874 0.45
H 1.649 0.841 -1.964 0.39
N 0.984 1.612 -1.735 -0.80
C -1.356 -0.485 0.160 -0.12
O 1.433 -1.651 2.486 -0.93
H 1.440 2.488 -1.772 0.41
N -0.858 0.466 -0.600 -0.34
H -2.367 -0.907 0.025 0.21
C -0.676 -1.039 1.189 -0.50